Record 1
61
Properties=species:S:1:pos:R:3:mulliken_charge:R:1 method="wB97M-V/def2-TZVPD" total_charge=0 relative_energy_kcal_mol=42.14 orbital_gap_ev=8.152 e_homo_ev=-7.5 e_lumo_ev=0.62
C -4.590 -1.195 2.162 -1.42
H -5.438 -1.736 2.575 0.44
H -3.727 -1.361 2.801 0.38
H -4.820 -0.135 2.163 0.23
C -4.311 -1.711 0.754 -0.01
N -3.039 -1.252 0.226 0.52
C -2.273 -0.144 0.498 -0.50
N -1.086 -0.194 -0.047 0.01
C -1.036 -1.369 -0.752 -0.27
C -0.025 -1.904 -1.540 -0.48
C -0.269 -3.118 -2.149 -0.82
C -1.480 -3.788 -1.985 -0.82
C -2.498 -3.266 -1.210 -0.84
C -2.263 -2.047 -0.595 0.92
H -3.434 -3.793 -1.099 0.37
H -1.628 -4.737 -2.479 0.39
H 0.494 -3.562 -2.771 0.42
H 0.910 -1.381 -1.668 0.50
N -2.729 0.888 1.308 0.28
C -1.683 1.638 1.998 -0.87
H -2.075 1.913 2.983 0.40
C -1.274 2.896 1.211 -0.78
N -1.531 2.620 -0.187 0.49
C -0.749 3.390 -1.119 -1.01
C 0.742 3.039 -1.041 0.72
O 1.589 3.858 -1.335 -0.69
N 0.964 1.771 -0.634 0.18
C 2.198 1.162 -0.398 0.11
C 2.201 -0.021 0.334 -0.20
C 3.386 -0.690 0.595 0.16
C 4.597 -0.158 0.144 0.45
C 4.587 1.018 -0.593 -0.97
C 3.405 1.673 -0.872 -0.49
H 3.411 2.587 -1.440 0.53
H 5.530 1.408 -0.942 0.44
O 5.807 -0.761 0.411 -0.47
C 5.726 -1.726 1.434 -0.46
C 4.510 -2.626 1.214 -0.49
H 4.444 -3.398 1.983 0.34
O 3.324 -1.871 1.298 -0.45
H 4.587 -3.097 0.224 0.29
H 6.655 -2.297 1.397 0.34
H 5.634 -1.232 2.412 0.30
H 1.279 -0.443 0.700 0.58
H 0.141 1.195 -0.402 0.40
H -0.847 4.481 -0.984 0.32
H -1.085 3.150 -2.133 0.38
C -2.951 2.604 -0.456 -1.23
C -3.655 1.805 0.661 -0.42
H -4.031 2.476 1.439 0.46
H -4.497 1.253 0.247 0.00
H -3.102 2.114 -1.423 0.47
H -3.384 3.620 -0.513 0.39
H -0.213 3.101 1.353 0.41
H -1.839 3.778 1.561 0.41
H -0.828 0.977 2.131 0.46
C -5.460 -1.404 -0.210 -1.18
H -5.666 -0.338 -0.257 0.24
H -6.362 -1.911 0.123 0.42
H -5.214 -1.751 -1.211 0.32
H -4.211 -2.803 0.816 0.42

---

Record 2
57
Properties=species:S:1:pos:R:3:mulliken_charge:R:1 method="wB97M-V/def2-TZVPD" total_charge=0 relative_energy_kcal_mol=35.74 orbital_gap_ev=8.832 e_homo_ev=-8.3 e_lumo_ev=0.58
C -7.391 -2.782 0.260 -0.74
H -7.891 -2.384 -0.624 0.27
O -5.986 -2.718 0.140 -0.47
C -5.320 -1.545 0.007 0.56
C -3.934 -1.707 -0.083 -0.71
C -3.108 -0.616 -0.223 0.20
C -3.664 0.659 -0.277 -0.97
C -5.037 0.847 -0.187 -0.08
C -5.879 -0.245 -0.046 1.51
O -7.243 -0.126 0.044 -0.47
C -7.808 1.162 -0.006 -0.94
H -7.591 1.661 -0.956 0.35
H -7.460 1.787 0.822 0.35
H -8.882 1.009 0.085 0.25
H -5.419 1.854 -0.233 0.56
C -2.619 1.669 -0.430 -0.31
O -2.751 2.871 -0.474 -0.67
C -1.286 0.923 -0.527 0.96
H -0.900 1.098 -1.535 0.35
C -0.291 1.497 0.485 -1.92
C 1.139 0.974 0.320 0.91
C 1.993 1.374 1.523 -1.18
C 3.429 0.886 1.350 -0.53
N 3.996 1.460 0.148 0.16
C 3.259 1.026 -1.021 -0.69
C 1.817 1.519 -0.936 -0.92
H 1.284 1.206 -1.834 0.36
H 1.818 2.609 -0.897 0.24
H 3.738 1.452 -1.907 0.39
H 3.262 -0.075 -1.125 0.37
C 5.438 1.287 0.034 -1.82
C 5.890 -0.149 -0.085 0.90
C 6.157 -0.904 1.051 -0.22
C 6.506 -2.239 0.947 -0.68
C 6.594 -2.839 -0.297 -0.38
C 6.339 -2.094 -1.436 -0.69
C 5.989 -0.760 -1.329 -0.19
H 5.799 -0.183 -2.223 0.36
H 6.413 -2.554 -2.411 0.38
H 6.866 -3.881 -0.380 0.38
H 6.712 -2.812 1.840 0.38
H 6.098 -0.440 2.026 0.36
H 5.761 1.852 -0.845 0.52
H 5.887 1.746 0.920 0.54
H 4.030 1.211 2.203 0.38
H 3.437 -0.220 1.324 0.36
H 1.577 0.955 2.442 0.42
H 1.998 2.461 1.613 0.30
H 1.115 -0.121 0.259 0.23
H -0.646 1.259 1.492 0.33
H -0.292 2.585 0.385 0.52
C -1.615 -0.565 -0.320 -1.25
H -1.166 -0.942 0.601 0.32
H -1.252 -1.187 -1.140 0.34
H -3.548 -2.713 -0.036 0.47
H -7.615 -3.845 0.357 0.29
H -7.746 -2.253 1.146 0.27

---

Record 3
61
Properties=species:S:1:pos:R:3:mulliken_charge:R:1 method="wB97M-V/def2-TZVPD" total_charge=0 relative_energy_kcal_mol=0.00 orbital_gap_ev=4.984 e_homo_ev=-6.7 e_lumo_ev=-1.68
C -0.224 -3.216 4.442 -1.49
C -0.091 -2.050 3.477 0.22
O -1.400 -1.844 2.878 -0.45
P -1.756 -0.537 1.994 1.27
C -1.188 0.732 3.061 -1.01
C -1.318 2.151 2.873 0.47
O -1.538 2.952 3.781 -0.73
O -1.146 2.548 1.570 -0.15
C -0.948 3.966 1.419 -0.17
C -1.595 4.486 0.162 -1.33
O -1.191 -0.542 0.616 -0.87
O -3.349 -0.629 2.018 -0.34
C -4.134 -0.595 0.791 -0.17
C -5.233 -1.627 0.859 -1.24
H 0.643 -3.273 5.102 0.39
H -1.125 -3.088 5.046 0.32
H -0.319 -4.139 3.869 0.35
H 0.212 -1.147 4.031 0.24
H 0.671 -2.234 2.697 0.24
H -1.402 0.477 4.097 0.42
H -1.374 4.461 2.297 0.52
H 0.138 4.146 1.418 0.15
H -1.023 5.353 -0.173 0.34
H -1.634 3.752 -0.647 0.26
H -2.613 4.815 0.398 0.39
H -4.533 0.420 0.678 0.30
H -3.472 -0.817 -0.056 0.31
H -5.808 -1.609 -0.069 0.37
H -4.814 -2.632 0.974 0.30
H -5.910 -1.432 1.695 0.29
C 7.986 0.465 6.821 -0.81
O 7.120 -0.467 6.129 -0.44
C 6.251 0.003 5.195 0.87
C 5.272 -0.904 4.710 -0.78
C 4.280 -0.444 3.871 -0.56
C 4.238 0.915 3.456 0.08
C 3.182 1.392 2.607 -0.16
O 3.529 2.460 1.835 -0.40
C 2.751 2.783 0.737 0.47
C 1.586 2.051 0.453 -0.25
C 0.966 2.276 -0.805 -0.28
C 1.451 3.250 -1.655 -0.75
C 2.531 4.063 -1.267 -0.36
C 3.235 3.787 -0.101 -0.78
C 1.131 1.132 1.428 0.77
C 1.914 0.835 2.523 -0.48
C 5.276 1.771 3.859 -0.79
C 6.244 1.346 4.746 -0.38
H 8.478 -0.147 7.576 0.25
H 8.732 0.897 6.140 0.32
H 7.406 1.269 7.297 0.36
H 5.307 -1.935 5.058 0.43
H 3.518 -1.128 3.499 0.55
H 0.108 1.651 -1.065 0.59
H 0.983 3.400 -2.631 0.41
H 2.828 4.905 -1.893 0.41
H 4.150 4.308 0.180 0.46
H 0.249 0.550 1.208 0.52
H 1.580 0.155 3.298 0.77
H 5.311 2.798 3.507 0.40
H 6.981 2.054 5.124 0.37

---

Record 4
63
Properties=species:S:1:pos:R:3:mulliken_charge:R:1 method="wB97M-V/def2-TZVPD" total_charge=+1 relative_energy_kcal_mol=106.41 orbital_gap_ev=5.337 e_homo_ev=-8.6 e_lumo_ev=-3.26
Sr -0.752 -0.345 1.428 1.57
S 1.229 0.424 -0.420 -0.32
C 2.582 -0.689 -0.571 0.04
C 3.935 -0.376 -0.510 -0.39
C 4.875 -1.386 -0.688 -0.61
C 4.490 -2.701 -0.918 -0.72
C 3.142 -3.037 -0.950 -0.52
C 2.220 -2.030 -0.779 0.23
As 0.354 -2.307 -0.373 1.22
C 0.420 -2.349 1.580 -1.82
C -0.784 -2.853 2.199 0.55
C -0.989 -2.488 3.572 -0.99
C -0.098 -1.699 4.250 -0.62
C 1.095 -1.246 3.653 -0.62
C 1.375 -1.575 2.348 0.26
C 0.012 -4.150 -0.856 0.58
C 0.379 -5.163 0.014 -0.14
C 0.317 -6.481 -0.416 -0.80
C -0.081 -6.771 -1.713 -0.48
C -0.417 -5.742 -2.585 -0.72
C -0.362 -4.424 -2.158 -0.80
H 4.251 0.643 -0.333 0.45
H 5.928 -1.140 -0.648 0.38
H 5.239 -3.468 -1.061 0.41
H 2.830 -4.063 -1.102 0.43
H -1.233 -3.770 1.837 0.46
H -1.831 -2.951 4.071 0.49
H -0.260 -1.502 5.302 0.44
H 1.845 -0.717 4.226 0.49
H 2.324 -1.334 1.888 0.27
H 0.709 -4.939 1.022 0.42
H 0.590 -7.278 0.263 0.42
H -0.131 -7.799 -2.047 0.40
H -0.722 -5.966 -3.598 0.41
H -0.644 -3.629 -2.838 0.42
N -1.692 4.186 -2.459 -0.56
C -2.000 5.357 -1.602 0.11
C -0.753 5.932 -0.926 -1.41
C -0.133 5.072 0.183 0.19
N 0.552 3.921 -0.406 -0.41
C -1.210 4.580 1.152 -1.19
C -2.414 3.956 0.456 -0.02
N -2.003 2.705 -0.292 0.14
C -3.031 4.918 -0.556 -1.14
H -0.752 4.230 -2.835 0.21
H -2.335 4.130 -3.240 0.25
H -1.814 3.022 -1.315 0.48
H -2.438 6.159 -2.201 0.35
H -1.037 6.895 -0.494 0.45
H 0.009 6.156 -1.677 0.40
H 0.550 5.723 0.742 0.42
H 0.969 3.309 0.297 0.13
H 1.331 4.207 -0.990 0.26
H -1.588 5.432 1.722 0.46
H -0.778 3.889 1.884 0.39
H -3.161 3.653 1.190 0.36
H -2.705 1.965 -0.278 0.43
H -1.111 2.366 0.064 -0.15
H -3.409 5.785 -0.012 0.46
H -3.891 4.455 -1.045 0.41
O -2.976 -3.355 -0.219 -0.57
S -2.595 -2.057 0.335 0.42
N -1.422 -1.288 -0.566 -0.64